# C5H7N2S

The ion C5H7N2S with charge +1 (ωB97M-V with the def2-TZVPD basis set, the OMol25 dataset).

Structure (ORCA input):
```
! RIJCOSX wB97M-V def2-TZVPD def2/J DEFGRID3
* xyz 1 1
C 1.46 0.62 -1.27
C -0.57 1.89 -1.37
C 0.55 0.30 -0.32
C -0.68 -1.67 0.63
C 0.52 -0.82 0.75
N -0.56 1.10 -0.36
N -0.62 -0.44 1.57
S 0.85 1.81 -2.36
H 2.37 0.01 -1.55
H -1.36 2.62 -1.47
H -1.28 -1.75 -0.21
H -0.61 -2.69 1.00
H 1.54 -1.04 1.27
H -1.06 0.34 1.13
H -0.58 -0.27 2.57
*
```

Computed properties:
electronic energy: -19105.41266 eV
orbital gap: 10.53 eV
LUMO level: -3.02 eV
structure (SMILES): c1nc([C@@H]2C[NH2+]2)cs1
HOMO energy: -13.5 eV
ΔE to the lowest compared entry with this formula, charge and spin: 160.9 kJ/mol

=====

# C5H7N3

An isolated molecule of C5H7N3 (ωB97M-V with the def2-TZVPD basis set, the OMol25 dataset).

Structure (ORCA input):
```
! RIJCOSX wB97M-V def2-TZVPD def2/J DEFGRID3
* xyz 0 1
C -0.81 -2.01 0.24
C 0.41 -1.78 -0.18
C 0.84 -0.44 0.03
C 2.32 0.04 0.14
C -2.05 1.34 -0.20
N -1.70 -0.89 0.76
N -0.03 0.50 0.09
N -1.27 0.25 0.24
H 1.19 -2.28 -0.68
H 2.91 -0.39 -0.67
H 2.67 -0.17 1.13
H 2.17 1.05 -0.01
H -2.41 1.16 -1.22
H -2.86 1.41 0.52
H -1.37 2.22 -0.18
*
```

Computed properties:
electronic energy: -9763.33024 eV
orbital gap (alpha / beta): 7.84 / 7.83 eV
LUMO level (alpha / beta): -0.16 / -0.16 eV
structure (SMILES): CC1=NN(C)N=C=C1
HOMO energy (alpha / beta): -8.0 / -8.0 eV
ΔE to the lowest compared entry with this formula, charge and spin: 584.5 kJ/mol